Entry from the Open Molecules 2025 dataset: a cluster of 2 separate species, C6H11N2O2 in total (ωB97M-V/def2-TZVPD).

Last column: natural (NBO) charge in e.
CARTESIAN COORDINATES (ANGSTROEM)
C1 -2.08748 -0.30065 1.00260  0.3161
C2 -1.21679 0.83416 1.09498  -0.3459
C3 -1.47375 -1.32762 0.17065  -0.5172
C4 -0.52276 1.35413 -0.18827  -0.2552
C5 0.01291 -0.98849 0.01008  -0.4090
C6 0.20332 0.39561 0.62376  -0.1204
N1 3.96005 0.27050 -1.10028  0.1616
N2 2.73767 0.22945 -0.79340  -0.0201
O1 4.52574 0.80048 -2.04011  -0.4379
O2 1.82151 0.94133 -1.58417  -0.5489
H1 -3.06229 -0.39279 1.30931  0.2295
H2 -1.58326 1.45760 1.88627  0.2812
H3 -1.57700 -2.31667 0.35688  0.2799
H4 -1.91251 -1.08988 -0.78623  0.2813
H5 -0.97072 0.84653 -1.11653  0.2367
H6 -0.36830 2.34612 -0.05424  0.2528
H7 0.83286 -1.53788 0.45641  0.2561
H8 0.21928 -1.01849 -0.98413  0.2360
H9 0.96803 0.80279 1.15818  0.2605
H10 4.39237 -0.24039 -0.42115  0.3709
H11 2.45159 1.33528 -2.20547  0.4919

Calculated values
- Net charge: +1
- E: -13461.24544 eV
- Spin multiplicity: 1
- E_HOMO: -13.2 eV
- LUMO: -5.9 eV